Arrangement 1

Here is the molecule C8H14O from OMol25. Energies are from wB97M-V/def2-TZVPD.

```
23
C8H14O wB97M-V/def2-TZVPD
C -2.3997 -1.0212 0.0383
C -2.4382 0.4515 0.1106
C -1.1973 1.1327 0.5081
C -0.0621 0.8179 -0.4661
C 1.3166 1.1098 0.0674
C 2.5074 1.8746 -0.3094
C 0.9074 -0.3608 -0.2793
O 0.9234 -1.6665 -0.0351
C 2.1023 -2.2689 0.4934
H -3.3887 -1.3690 0.2793
H -1.8209 -1.4823 0.8124
H -2.2180 -1.2811 -0.9875
H -3.0582 0.7963 0.9116
H -2.6837 0.9069 -0.9540
H -0.9823 0.8756 1.5626
H -1.3707 2.3131 0.5784
H -0.2754 0.9723 -1.4873
H 2.6419 2.7925 0.1962
H 2.5473 2.2985 -1.4034
H 3.4920 1.2753 -0.2168
H 3.2322 -1.8236 0.3629
H 2.0556 -3.3179 0.1274
H 2.0462 -2.1823 1.6071
```

**Net charge**: 0
**LUMO energy (alpha / beta)**: 0.630 / 0.630 eV
**SMILES**: CCC[C@H]1C(C)=C1OC
**E_HOMO (alpha / beta)**: -7.43 / -7.43 eV
**Gap between HOMO and LUMO (alpha / beta)**: 8.06 / 8.06 eV

=====

Arrangement 2

Here is a cluster of 2 separate species, C8H14O in total from OMol25. Energies are from wB97M-V/def2-TZVPD.

```
23
C8H14O wB97M-V/def2-TZVPD
C 0.8475 -1.0573 -2.1149
C 0.4417 0.0908 -1.5834
C -0.3250 -0.0069 -0.2970
C -1.5047 0.6165 -0.1572
C -2.0460 1.7517 -1.1099
C 0.1838 -1.0866 0.5928
C 1.2286 -0.9999 1.4144
C -0.7314 -2.2453 0.9533
H 0.3003 -1.9835 -2.2936
H 1.7974 -0.9768 -2.6425
H 1.0220 0.9375 -1.9177
H -2.1863 0.7196 0.6500
H -1.6170 2.7305 -0.8122
H -1.8790 1.5487 -2.2641
H -3.1246 1.5130 -0.9653
H 1.9459 -0.1874 1.5290
H 1.4457 -1.7491 2.1571
H -0.8795 -2.2235 2.0649
H -1.7117 -2.2408 0.4383
H -0.3340 -3.2605 0.7873
O 1.6732 2.4018 1.7167
H 1.0029 1.7019 1.7453
H 2.3350 1.7425 1.4288
```

**Net charge**: 0
**LUMO energy**: 0.671 eV
**SMILES**: C=C/C(=C\C)C(=C)C.O
**E_HOMO**: -8.70 eV
**Gap between HOMO and LUMO**: 9.37 eV

=====

arrangement 2 ends up most stable, edging out the next structure by 212.1 kJ/mol.

=====

Arrangement 1

Here is a cluster of 2 separate species, C8H14O in total from OMol25. Energies are from wB97M-V/def2-TZVPD.

```
23
C8H14O wB97M-V/def2-TZVPD
C 1.5561 1.6338 2.2545
C 0.8458 0.5432 2.1689
C 1.5666 -0.6788 -0.6177
C 0.3131 -1.5514 -0.8831
C 0.5271 0.3462 -0.0808
C -0.6812 -0.4330 -0.5664
C -1.4003 0.2460 -1.7624
C -1.7498 -0.8346 0.4795
O 0.6874 1.6826 -0.4191
H 2.0216 1.9725 3.2411
H 1.8412 2.1156 1.3305
H 0.3658 -0.0428 2.8274
H 2.2808 -0.9071 0.1972
H 2.1866 -0.2688 -1.4033
H 0.3177 -1.9781 -1.9450
H 0.2188 -2.3877 -0.1601
H -2.1837 -0.3541 -2.2260
H -0.5734 0.5546 -2.3684
H -1.8919 1.0187 -1.2980
H -2.1277 -0.0299 1.0804
H -1.2874 -1.6077 0.9697
H -2.6780 -1.0974 -0.0806
H -0.1554 2.0581 -0.7384
```

**Net charge**: 0
**LUMO energy**: 0.833 eV
**E_HOMO**: -7.90 eV
**Gap between HOMO and LUMO**: 8.73 eV

=====

Arrangement 2

Here is the molecule C8H14O from OMol25. Energies are from wB97M-V/def2-TZVPD.

```
23
C8H14O wB97M-V/def2-TZVPD
C -0.6274 -1.3816 2.1933
C -0.1441 -0.3100 1.6373
C -0.7427 1.0073 1.9171
C 0.9015 -0.4352 0.6170
C 0.5737 -0.4508 -0.8799
C 1.9368 -0.5194 -1.6836
C -0.0958 0.7661 -1.4105
C -1.6092 0.8843 -1.5955
O 0.5184 1.7371 -1.7825
H -1.4853 -1.5450 2.8396
H -0.0342 -2.2432 2.2701
H -0.1734 1.8864 1.6135
H -0.9670 1.1677 2.9473
H -1.7105 0.9599 1.4152
H 1.5410 0.4721 0.6543
H 1.3738 -1.4738 0.6510
H 0.0713 -1.4415 -1.1934
H 2.5909 -0.9287 -0.9390
H 2.2059 0.4427 -1.9058
H 1.7960 -1.2062 -2.4920
H -2.0065 0.5027 -2.5252
H -1.9578 1.9060 -1.5130
H -1.9554 0.2031 -0.8354
```

**Net charge**: 0
**LUMO energy**: 0.936 eV
**SMILES**: C=C(C)C[C@H](C)C(C)=O
**E_HOMO**: -9.21 eV
**Gap between HOMO and LUMO**: 10.14 eV

=====

Arrangement 3

Here is the molecule C8H14O from OMol25. Energies are from wB97M-V/def2-TZVPD.

```
23
C8H14O wB97M-V/def2-TZVPD
C 2.1509 -0.5568 -0.9107
C 1.0195 -0.0230 -0.0618
C 1.5067 0.7913 1.1194
C -0.2283 -0.7262 -0.0158
C -0.3893 -2.2095 -0.1771
C -1.2185 0.2374 0.0056
C -2.6096 0.1930 0.5613
C -0.5931 1.3779 -0.5553
O -0.9048 2.6264 -0.0705
H 2.8468 0.2428 -1.1783
H 2.7361 -1.3074 -0.3612
H 1.7976 -1.0237 -1.8322
H 2.0735 1.6722 0.8004
H 0.6884 1.1269 1.7540
H 2.1872 0.1844 1.7343
H 0.1639 -2.7678 0.5841
H -0.0101 -2.5394 -1.1504
H -1.4385 -2.5037 -0.1211
H -3.3204 0.7281 -0.0729
H -2.9482 -0.8397 0.6667
H -2.6523 0.6520 1.5541
H -0.2039 1.3607 -1.5648
H -0.6534 3.3042 -0.7077
```

**Net charge**: 0
**LUMO energy**: 0.721 eV
**SMILES**: CC(C)=C(C)/C(C)=C/O
**E_HOMO**: -7.57 eV
**Gap between HOMO and LUMO**: 8.29 eV

=====

arrangement 2 ends up most stable, edging out the next structure by 33.9 kJ/mol.

=====

Arrangement 1

Here is a cluster of 2 separate species, C4H12N4 in total from OMol25. Energies are from wB97M-V/def2-TZVPD.

```
20
C4H12N4 wB97M-V/def2-TZVPD
C 2.9856 -0.4047 -0.4250
C 3.3071 0.7462 0.3305
C -3.2072 -0.1493 -0.2431
C -1.9719 -0.6339 0.5929
N 0.3950 -0.3444 0.3174
N -0.9951 1.1492 -0.5788
N 3.0789 -1.5231 -0.7334
N -0.7673 0.0757 0.1798
H 2.7602 0.9540 1.2698
H 3.2658 1.5766 -0.3492
H 4.3366 0.7799 0.5928
H -3.8550 0.6291 0.0614
H -3.0509 0.0255 -1.2636
H -3.9311 -0.9592 -0.2425
H -2.0788 -1.6265 0.4089
H -2.1852 -0.4750 1.6133
H -1.8526 1.6922 -0.5481
H -0.1245 1.7273 -0.6385
H 3.4135 -2.1462 -1.3600
H 0.4768 -1.0933 1.0155
```

**Net charge**: +2
**LUMO energy**: -8.991 eV
**E_HOMO**: -19.43 eV
**Gap between HOMO and LUMO**: 10.44 eV

=====

Arrangement 2

Here is the ion C4H12N4 with charge +2 from OMol25. Energies are from wB97M-V/def2-TZVPD.

```
20
C4H12N4 wB97M-V/def2-TZVPD
C -1.7620 1.5253 -0.2724
C -0.5171 0.7327 -0.0337
C 0.7195 1.1664 0.2959
N 1.6322 0.0859 0.5839
N 2.6469 0.0098 -0.4349
C 0.7432 -1.1365 0.7164
N -0.4470 -0.6772 -0.1469
N -1.6660 -1.3909 0.0103
H -1.7675 2.6452 -0.2536
H -2.4905 1.0998 0.3988
H -2.1021 1.2955 -1.2893
H 0.9148 2.2001 0.4428
H 3.2834 0.8078 -0.4415
H 2.3391 -0.0068 -1.4782
H 3.3583 -0.7193 -0.2582
H 1.2808 -1.9646 0.3871
H 0.3295 -1.1237 1.7022
H -2.0322 -2.1264 -0.6610
H -2.5687 -0.8724 0.0763
H -1.6370 -1.8331 0.9799
```

**Net charge**: +2
**LUMO energy**: -7.246 eV
**SMILES**: CC1=CN([NH3+])CN1[NH3+]
**E_HOMO**: -16.96 eV
**Gap between HOMO and LUMO**: 9.72 eV

=====

Arrangement 3

Here is a cluster of 2 separate species, C4H12N4 in total from OMol25. Energies are from wB97M-V/def2-TZVPD.

```
20
C4H12N4 wB97M-V/def2-TZVPD
C 0.0715 0.7191 -0.6645
C -0.0045 -0.3644 -2.8671
C -0.6892 -0.1194 2.1054
C 1.4856 -1.1638 -1.2183
N 0.4259 -0.2645 -1.6689
N -2.0171 -0.2097 1.9602
N 0.3139 1.9483 -0.9707
N -0.2803 0.3973 3.2060
H 0.2804 -1.2990 -3.4809
H -0.4443 0.4488 -3.3937
H -0.0732 -0.7600 1.4676
H 1.7037 -1.7240 -2.1134
H 2.3591 -0.4687 -0.8875
H 1.0904 -1.7695 -0.4100
H -2.6303 0.0898 2.6619
H -2.6298 -0.6969 1.2033
H -0.0095 2.6369 -0.3136
H 0.9273 2.1823 -1.7356
H -0.8398 1.1721 3.5909
H 0.5731 0.3805 3.6259
```

**Net charge**: +2
**LUMO energy**: -8.164 eV
**E_HOMO**: -17.70 eV
**Gap between HOMO and LUMO**: 9.54 eV

=====

arrangement 3 ends up most stable, edging out the next structure by 153.1 kJ/mol.

=====

Arrangement 1

Here is a structure of composition C4H4Br2 from OMol25. Energies are from wB97M-V/def2-TZVPD.

```
10
C4H4Br2 wB97M-V/def2-TZVPD
C 0.0378 0.9711 1.0518
C 0.2677 0.0982 0.1421
C -1.0433 -0.4876 0.4282
C 1.1629 -0.1115 -1.0560
Br -1.3871 -1.8020 1.6900
Br -2.6235 0.3082 -0.2864
H -0.4361 1.3295 1.8775
H 1.9908 0.4568 -0.8969
H 0.6098 0.3031 -1.8659
H 1.4210 -1.0658 -1.0844
```

**Net charge**: 0
**LUMO energy**: 0.612 eV
**E_HOMO**: -8.28 eV
**Gap between HOMO and LUMO**: 8.89 eV

=====

Arrangement 2

Here is the molecule C4H4Br2 from OMol25. Energies are from wB97M-V/def2-TZVPD.

```
10
C4H4Br2 wB97M-V/def2-TZVPD
Br 2.5124 0.1381 0.9786
C 1.0925 0.7083 -0.1394
C -0.2082 0.4615 -0.0787
C -0.6898 -0.6375 0.7085
C 0.1338 -1.6728 0.7125
Br -0.2158 -3.2285 1.7380
H 1.4511 1.4970 -0.7874
H -0.8860 1.0358 -0.6912
H -1.6085 -0.5943 1.2670
H 0.9868 -1.8039 0.0764
```

**Net charge**: 0
**LUMO energy**: 0.487 eV
**SMILES**: Br/C=C\C=C\Br
**E_HOMO**: -8.88 eV
**Gap between HOMO and LUMO**: 9.37 eV

=====

arrangement 2 ends up most stable, edging out the next structure by 267.0 kJ/mol.

=====

Arrangement 1

Here is a cluster of 2 separate species, C3H8O2S2 in total from OMol25. Energies are from wB97M-V/def2-TZVPD.

```
15
C3H8O2S2 wB97M-V/def2-TZVPD
O -0.8119 -0.4119 -2.2997
S -1.5293 -0.5683 -1.0602
O -2.4065 -1.9355 -0.9890
S -2.5827 0.8750 -0.4427
H -0.5325 -0.8962 -0.0379
H -3.3337 -1.7517 -0.9353
C 1.0208 -0.5098 1.5283
C 1.3293 0.0029 0.4038
C 1.2387 1.4515 0.0647
H 0.7086 0.2396 2.3863
H 1.4415 -1.4041 1.9313
H 1.7345 -0.5269 -0.4997
H 2.2978 1.8675 0.2206
H 0.8638 1.5791 -0.9788
H 0.5615 1.9887 0.7084
```

**Net charge**: 0
**LUMO energy**: 0.567 eV
**SMILES**: O=[S@H](O)=S.C=CC
**E_HOMO**: -9.69 eV
**Gap between HOMO and LUMO**: 10.26 eV

=====

Arrangement 2

Here is a cluster of 2 separate species, C3H8O2S2 in total from OMol25. Energies are from wB97M-V/def2-TZVPD.

```
15
C3H8O2S2 wB97M-V/def2-TZVPD
O 0.0843 0.2038 -1.6912
C 0.3267 -0.9305 -1.3969
C 0.6207 -1.3703 0.0329
C -0.1523 -0.5413 1.0550
S -1.2521 -1.4900 2.1321
S -2.6693 -2.0100 0.6835
H 0.3712 -1.7301 -2.1600
H 0.4333 -2.4377 0.1423
H 1.7087 -1.2368 0.0763
H 0.4879 0.0534 1.7141
H -0.7562 0.2122 0.5433
H -3.7277 -1.7647 1.4693
O 1.2408 4.2887 -1.1600
H 2.2079 4.2151 -1.1960
H 1.0760 4.5383 -0.2446
```

**Net charge**: 0
**LUMO energy**: 0.428 eV
**SMILES**: O=CCCSS.O
**E_HOMO**: -8.62 eV
**Gap between HOMO and LUMO**: 9.05 eV

=====

arrangement 2 ends up most stable, edging out the next structure by 207.9 kJ/mol.

=====

Arrangement 1

Here is a structure of composition C2H2N2O4 from OMol25. Energies are from wB97M-V/def2-TZVPD.

```
10
C2H2N2O4 wB97M-V/def2-TZVPD
C -0.9900 1.0870 -0.5503
C 0.0344 -0.3575 0.4478
N -0.2476 -1.3450 -0.4333
N 1.4017 -0.0197 0.3493
O 1.9392 0.2015 1.4214
O -0.6687 2.1433 -0.7480
O -1.3715 -1.8526 -0.2490
O 1.9513 0.1003 -0.7240
H -1.6880 0.4409 -1.0017
H -0.3609 -0.3982 1.4879
```

**Net charge**: 0
**LUMO energy (alpha / beta)**: -1.678 / -1.678 eV
**E_HOMO (alpha / beta)**: -10.10 / -10.10 eV
**Gap between HOMO and LUMO (alpha / beta)**: 8.42 / 8.42 eV

=====

Arrangement 2

Here is the molecule C2H2N2O4 from OMol25. Energies are from wB97M-V/def2-TZVPD.

```
10
C2H2N2O4 wB97M-V/def2-TZVPD
N 1.4734 -1.1140 -0.1791
N 0.2713 -0.4344 0.4506
O -0.9766 -1.0302 -0.3448
C -1.8657 0.0689 -0.1301
O -3.0754 0.0343 -0.0093
O -1.1019 1.2196 0.0814
C 0.1971 0.9627 0.1380
O 1.0456 1.6930 -0.2830
H 2.0456 -0.1153 -0.4784
H 1.9865 -1.2846 0.7547
```

**Net charge**: 0
**LUMO energy**: -0.348 eV
**SMILES**: Nn1oc(=O)oc1=O
**E_HOMO**: -11.34 eV
**Gap between HOMO and LUMO**: 11.00 eV

=====

Arrangement 3

Here is the molecule C2H2N2O4 from OMol25. Energies are from wB97M-V/def2-TZVPD.

```
10
C2H2N2O4 wB97M-V/def2-TZVPD
C -0.4967 0.5866 -0.7485
C 0.8994 -0.9257 1.0882
O -0.8102 1.8799 -0.7303
O -0.0906 -1.7813 1.1179
N 0.6020 0.3154 0.2188
N 1.4794 0.8632 -0.4344
O -1.2015 -0.3065 -1.1587
O 2.0083 -1.0807 1.4602
H -1.6069 2.0252 -1.2656
H -0.7833 -1.5761 0.4523
```

**Net charge**: 0
**LUMO energy (alpha / beta)**: -0.454 / -0.455 eV
**E_HOMO (alpha / beta)**: -9.01 / -9.01 eV
**Gap between HOMO and LUMO (alpha / beta)**: 8.56 / 8.56 eV

=====

arrangement 3 ends up most stable, edging out the next structure by 10.2 kJ/mol.

=====

Arrangement 1

Here is a structure of composition C2H2N2O4 from OMol25. Energies are from wB97M-V/def2-TZVPD.

```
10
C2H2N2O4 wB97M-V/def2-TZVPD
C -1.1405 -1.0090 0.7867
C 1.1619 2.2237 0.7630
N 0.1016 -1.0017 0.0041
N 0.2032 -1.1018 -1.3132
O 0.9279 1.9210 -0.3349
O 1.3694 2.5124 1.8215
O -1.7656 -1.7972 1.3707
O -1.1331 0.1981 0.5137
H 0.8537 -0.5215 -1.8204
H -0.5786 -1.4240 -1.7913
```

**Net charge**: 0
**LUMO energy**: -0.224 eV
**E_HOMO**: -10.76 eV
**Gap between HOMO and LUMO**: 10.54 eV

=====

Arrangement 2

Here is the molecule C2H2N2O4 from OMol25. Energies are from wB97M-V/def2-TZVPD.

```
10
C2H2N2O4 wB97M-V/def2-TZVPD
O -0.7789 0.7368 -1.7065
C -1.0216 0.4602 -0.5724
C -0.2482 -0.4147 0.3314
N 0.4280 -1.4723 -0.4321
O 0.2907 -2.6521 -0.1708
N 1.0739 0.7854 0.4045
O 0.7609 1.8359 0.8492
O 2.0915 0.4756 -0.0717
H -1.8920 0.9297 -0.0006
H -0.7043 -0.6846 1.3690
```

**Net charge**: 0
**LUMO energy**: -1.656 eV
**SMILES**: O=C[C@@H](N=O)[N+](=O)[O-]
**E_HOMO**: -10.03 eV
**Gap between HOMO and LUMO**: 8.37 eV

=====

arrangement 1 ends up most stable, edging out the next structure by 510.1 kJ/mol.

=====

Arrangement 1

Here is a cluster of 2 separate species, H3OPS in total from OMol25. Energies are from wB97M-V/def2-TZVPD.

```
6
H3OPS wB97M-V/def2-TZVPD
P -1.9883 0.8412 -0.3747
S -0.5441 1.6943 -1.3398
H -1.8044 1.3914 0.9241
O 1.0745 -1.3781 0.3164
H 1.7409 -2.0152 0.0451
H 1.5214 -0.5337 0.4290
```

**Net charge**: 0
**LUMO energy**: -1.419 eV
**SMILES**: P=S.O
**E_HOMO**: -8.87 eV
**Gap between HOMO and LUMO**: 7.45 eV

=====

Arrangement 2

Here is a cluster of 2 separate species, H3OPS in total from OMol25. Energies are from wB97M-V/def2-TZVPD.

```
6
H3OPS wB97M-V/def2-TZVPD
O 1.7530 0.3959 -0.6929
P 1.2936 -0.0807 0.7608
S -2.5480 0.3125 0.4777
H 2.4543 1.1365 -0.8445
H 0.3469 -0.9731 0.1010
H -3.2998 -0.7911 0.1979
```

**Net charge**: 0
**LUMO energy (alpha / beta)**: -0.096 / -2.466 eV
**E_HOMO (alpha / beta)**: -9.76 / -7.42 eV
**Gap between HOMO and LUMO (alpha / beta)**: 9.66 / 4.95 eV

=====

arrangement 1 ends up most stable, edging out the next structure by 202.5 kJ/mol.